Computed, not measured: a structure of composition C22H21Cl5CsN5O4S2 in a non-equilibrium geometry, with ωB97M-V/def2-TZVPD.

XYZ file:
```
60
Properties=species:S:1:pos:R:3
Cs 1.053 0.552 -0.810
C -2.512 1.590 1.141
C -1.944 1.158 2.501
N -0.674 0.491 2.392
C 0.331 0.747 3.383
C 0.727 2.220 3.501
S 1.128 3.094 1.964
C -0.426 3.957 1.564
C -1.158 3.520 0.293
N -1.527 2.134 0.241
H -3.348 2.291 1.333
H -2.942 0.712 0.651
H -2.713 0.547 3.004
H -1.812 2.037 3.134
H -0.727 -0.479 2.117
H 1.210 0.163 3.103
H 0.048 0.425 4.406
H 1.618 2.270 4.130
H -0.033 2.807 4.021
H -0.183 5.016 1.443
H -1.075 3.894 2.438
H -0.505 3.706 -0.562
H -2.020 4.211 0.189
H -1.677 1.814 -0.707
Cl 4.218 -0.374 -0.209
C 3.968 -1.412 1.249
C 2.710 -1.528 1.768
C 2.610 -2.358 2.855
Cl 1.008 -2.640 3.590
C 3.685 -3.028 3.432
Cl 3.510 -4.054 4.823
C 4.948 -2.862 2.864
Cl 6.322 -3.675 3.541
C 5.102 -2.045 1.745
Cl 6.673 -1.859 1.034
O -1.244 3.024 -6.332
C -1.836 1.852 -6.183
O -2.438 1.324 -7.101
C -1.756 1.223 -4.846
C -2.463 0.080 -4.499
N -2.186 -0.186 -3.222
N -1.332 0.688 -2.694
C -1.056 1.555 -3.661
C -0.092 2.687 -3.384
O -0.114 3.663 -4.180
O 0.627 2.557 -2.377
H -0.819 3.334 -5.442
H -3.132 -0.531 -5.078
H -2.544 -0.955 -2.608
S -3.219 -2.377 -1.058
C -1.660 -3.145 -1.031
C -1.520 -4.432 -0.468
C -0.290 -5.043 -0.435
C 0.815 -4.386 -0.972
C 0.597 -3.132 -1.511
N -0.583 -2.518 -1.546
H -2.398 -4.912 -0.057
H -0.189 -6.025 0.014
H 1.808 -4.813 -0.957
H 1.431 -2.576 -1.935
```

The value obtained for the total energy is -4543.3193 Ha. The max |F| is 0.0303 hartree/bohr. The calculation puts the orbital gap at 5.91 eV. Its spin multiplicity is 1. Its LUMO energy is 3.60 eV. The calculation puts the energy relative to the best compared isomer or geometry (same formula, charge and spin) at 42.5 kJ/mol. As for the charge: -2. The value obtained for the HOMO energy is -2.3 eV.

Computed, not measured: the molecule C22H21ClFN3O5S, with ωB97M-V/def2-TZVPD.

XYZ file:
```
54
Properties=species:S:1:pos:R:3
O 1.551 -2.230 3.700
C 0.902 -1.588 2.899
C -0.268 -0.708 3.364
N -1.400 -0.608 2.464
C -2.259 -1.781 2.405
C -1.553 -2.964 1.824
C -1.335 -3.348 0.532
C -0.569 -4.537 0.605
C -0.384 -4.784 1.931
O -0.978 -3.841 2.674
C -1.577 0.533 1.775
O -0.796 1.467 1.837
C -2.870 0.692 0.964
N -2.917 -0.240 -0.142
S -1.647 -0.173 -1.230
O -1.996 -1.088 -2.273
O -0.440 -0.406 -0.493
C -1.633 1.496 -1.863
C -0.942 2.482 -1.184
C -0.966 3.778 -1.671
C -1.677 4.058 -2.831
Cl -1.709 5.668 -3.438
C -2.364 3.060 -3.513
C -2.341 1.769 -3.019
N 1.144 -1.544 1.585
C 2.245 -2.256 0.972
C 3.262 -1.295 0.412
C 4.563 -1.265 0.896
C 5.487 -0.370 0.385
C 5.085 0.500 -0.611
F 5.980 1.378 -1.117
C 3.793 0.499 -1.105
C 2.884 -0.406 -0.589
H -0.606 -1.098 4.328
H 0.128 0.302 3.506
H -2.564 -2.030 3.429
H -3.136 -1.566 1.800
H -1.666 -2.842 -0.352
H -0.213 -5.123 -0.217
H 0.131 -5.566 2.452
H -3.734 0.525 1.613
H -2.892 1.738 0.623
H -3.794 -0.248 -0.640
H -0.401 2.235 -0.282
H -0.437 4.565 -1.157
H -2.904 3.297 -4.416
H -2.848 0.962 -3.524
H 0.565 -0.991 0.966
H 2.690 -2.886 1.745
H 1.849 -2.889 0.169
H 4.857 -1.945 1.681
H 6.501 -0.337 0.750
H 3.516 1.196 -1.881
H 1.869 -0.419 -0.956
```

The value obtained for the total energy is -2349.6781 Ha. The max |F| is 0.0194 hartree/bohr. The calculation puts the orbital gap at 8.56 eV. Its spin multiplicity is 1. Its LUMO energy is -0.01 eV. As for the charge: 0. The value obtained for the HOMO energy is -8.6 eV.

Computed, not measured: the molecule C22H21ClO3S in a non-equilibrium geometry, with ωB97M-V/def2-TZVPD.

XYZ file:
```
48
Properties=species:S:1:pos:R:3
C 5.304 -2.309 -2.728
O 5.061 -0.921 -2.742
C 3.773 -0.484 -2.820
C 3.511 0.821 -2.314
C 2.237 1.172 -1.829
C 1.190 0.216 -1.667
C -0.061 0.546 -0.756
C -1.296 -0.018 -1.455
C -2.280 0.717 -2.134
C -3.468 0.138 -2.597
C -3.705 -1.223 -2.456
C -5.035 -1.837 -2.760
C -2.644 -1.996 -2.013
C -1.442 -1.390 -1.623
C -0.045 0.394 0.763
Cl 0.656 -1.116 1.240
S -1.229 1.081 2.360
O -1.448 2.377 1.759
O -2.211 0.054 2.640
C -0.502 1.450 4.023
C -0.584 0.473 5.034
C -0.294 0.769 6.382
C 0.099 2.045 6.754
C 0.245 3.018 5.781
C -0.060 2.733 4.423
C 1.386 -0.912 -2.529
C 2.646 -1.301 -3.029
H 6.367 -2.391 -2.632
H 4.850 -2.792 -1.878
H 5.018 -2.803 -3.643
H 4.360 1.532 -2.292
H 2.109 2.214 -1.506
H -0.122 1.671 -0.875
H -2.203 1.796 -2.222
H -4.303 0.742 -2.934
H -4.953 -2.928 -2.812
H -5.768 -1.635 -1.969
H -5.450 -1.429 -3.688
H -2.772 -3.076 -1.883
H -0.643 -2.029 -1.283
H 0.618 1.228 0.889
H -0.897 -0.540 4.754
H -0.398 -0.016 7.135
H 0.326 2.278 7.779
H 0.590 4.027 6.046
H 0.039 3.525 3.665
H 0.603 -1.592 -2.882
H 2.824 -2.280 -3.477
```

The value obtained for the total energy is -1934.8751 Ha. The max |F| is 0.0882 hartree/bohr. The calculation puts the orbital gap at 7.67 eV. Its spin multiplicity is 1. Its LUMO energy is -0.56 eV. The calculation puts the energy relative to the best compared isomer or geometry (same formula, charge and spin) at 0.0 kJ/mol. As for the charge: 0. The value obtained for the HOMO energy is -8.2 eV.

Computed, not measured: a structure of composition C22H21CoN6O4S, with ωB97M-V/def2-TZVPD.

XYZ file:
```
55
Properties=species:S:1:pos:R:3
Co 0.118 -0.156 -0.173
C 4.016 0.738 -1.189
C 2.549 0.946 -0.931
O 1.847 -0.124 -0.849
C 2.036 2.228 -0.848
C 0.664 2.531 -0.778
C 0.204 3.951 -0.828
N -0.230 1.573 -0.658
N -1.558 1.938 -0.578
C -2.259 0.908 -0.236
O -1.719 -0.271 -0.038
C -3.723 1.028 -0.063
C -4.360 2.252 -0.260
C -5.730 2.356 -0.091
C -6.474 1.242 0.276
C -5.842 0.023 0.474
C -4.469 -0.085 0.305
H 4.299 -0.274 -0.908
H 4.614 1.458 -0.630
H 4.235 0.880 -2.249
H 2.725 3.058 -0.906
H 1.052 4.623 -0.933
H -0.339 4.172 0.092
H -0.494 4.100 -1.651
H -3.767 3.112 -0.540
H -6.219 3.310 -0.242
H -7.545 1.325 0.411
H -6.418 -0.846 0.764
H -3.965 -1.028 0.464
N 5.380 1.849 5.657
C 4.188 1.585 5.000
C 2.972 1.629 5.689
C 1.782 1.404 5.026
C 1.787 1.137 3.663
C 2.986 1.094 2.966
C 4.178 1.314 3.630
S 0.240 0.938 2.845
O -0.098 2.164 2.183
O -0.681 0.358 3.776
N 0.612 -0.129 1.649
C 0.528 -1.484 1.793
N 0.657 -2.204 2.895
C 0.507 -3.513 2.720
C 0.237 -4.111 1.495
C 0.150 -3.276 0.396
N 0.323 -1.974 0.552
H 5.374 1.718 6.655
H 6.214 1.495 5.219
H 2.966 1.836 6.752
H 0.844 1.419 5.564
H 2.984 0.882 1.905
H 5.113 1.274 3.085
H 0.608 -4.122 3.612
H 0.109 -5.179 1.405
H -0.043 -3.634 -0.607
```

The value obtained for the total energy is -3261.4297 Ha. The max |F| is 0.0096 hartree/bohr. The calculation puts the orbital gap at 7.20 eV. Its spin multiplicity is 1. Its LUMO energy is -0.58 eV. As for the charge: 0. The value obtained for the HOMO energy is -7.8 eV.